1.
C54H141N7O16P4 | wB97M-V/def2-TZVPD

Last column: Löwdin charge in e.
Positions of all 222 atoms, in Å:
C1 0.93088 -6.31447 3.28082  -0.08
O1 1.66064 -5.29688 2.57835  -0.22
P1 2.60657 -4.28346 3.37494  0.29
O2 2.58703 -4.47031 4.81248  -0.22
O3 3.95589 -4.45462 2.60541  -0.22
C2 5.18606 -4.79952 3.30879  -0.06
O4 2.13889 -2.88189 2.94282  -0.20
C3 0.83941 -2.40278 3.26996  -0.07
H1 -0.04949 -6.37909 2.90451  0.06
H2 0.98433 -6.15080 4.37440  0.09
H3 1.37656 -7.26903 3.00686  0.09
H4 5.65385 -3.92722 3.76456  0.09
H5 5.74263 -5.21209 2.49486  0.07
H6 5.02889 -5.61203 4.10233  0.11
H7 0.11144 -3.08669 2.82122  0.09
H8 0.84211 -1.46268 2.75182  0.07
H9 0.72192 -2.37101 4.32873  0.05
C4 2.02366 6.60577 3.43846  -0.12
O5 1.14857 5.62018 3.87836  -0.21
P2 0.71226 4.49373 2.81141  0.37
O6 1.84412 3.80561 2.20057  -0.23
O7 -0.19012 5.43112 1.89364  -0.20
C5 -0.72391 4.89099 0.63846  -0.06
O8 -0.25594 3.51868 3.56907  -0.20
C6 0.19155 2.15337 4.00105  -0.01
H10 1.95223 7.41799 4.13842  0.09
H11 1.78972 6.97634 2.46556  0.07
H12 3.05489 6.25898 3.48922  0.09
H13 -1.36298 5.63685 0.21540  0.09
H14 -1.28552 3.94932 0.70247  0.06
H15 0.15353 4.75965 -0.02411  0.08
H16 -0.72742 1.56257 3.99908  0.07
H17 0.60240 2.22379 4.99104  0.07
H18 0.93835 1.84235 3.28563  0.06
C7 2.83523 3.65401 6.18613  -0.08
O9 4.18148 4.04986 6.14275  -0.21
P3 5.41234 3.22751 5.66004  0.31
O10 6.66526 4.04736 5.55427  -0.25
O11 4.95429 2.39922 4.42765  -0.19
C8 4.72150 3.28234 3.24747  -0.04
O12 5.54987 2.15003 6.79760  -0.21
C9 6.13259 2.61101 7.99825  -0.11
H19 2.23494 4.54197 6.27522  0.09
H20 2.71381 3.04183 7.10850  0.11
H21 2.57755 3.13153 5.27480  0.06
H22 3.93879 3.97173 3.49322  0.04
H23 4.34262 2.58201 2.51344  0.08
H24 5.64054 3.79319 2.92255  0.10
H25 7.06918 3.15909 7.76583  0.09
H26 6.38808 1.67830 8.49602  0.09
H27 5.42337 3.17850 8.61913  0.09
C10 -0.36765 -2.04254 -0.86432  -0.01
O13 -1.17717 -0.79631 -0.64016  -0.23
P4 -0.56917 0.40843 0.18188  0.31
O14 -0.36600 0.25009 1.61086  -0.22
O15 0.71982 0.87132 -0.57637  -0.22
C11 1.81323 1.58267 0.02466  -0.06
O16 -1.58642 1.56663 -0.08382  -0.21
C12 -1.74738 2.20866 -1.34628  -0.10
H28 -1.09003 -2.80553 -1.14681  0.08
H29 0.02904 -2.32141 0.14262  0.09
H30 0.39084 -1.90038 -1.64646  0.08
H31 1.92193 2.48529 -0.56523  0.09
H32 2.68026 0.94396 -0.03891  0.06
H33 1.59872 1.77575 1.10507  0.07
H34 -2.45969 3.01234 -1.26632  0.09
H35 -2.06355 1.53541 -2.14656  0.07
H36 -0.85088 2.63413 -1.80136  0.07
C13 -6.35032 -2.80590 -4.40259  -0.09
C14 -6.58946 -2.03089 -3.17021  -0.28
N1 -5.82274 -2.36286 -1.98363  -0.18
C15 -4.41033 -2.29971 -2.20276  -0.29
C16 -3.87371 -0.94357 -2.65978  -0.08
C17 -6.24931 -3.62834 -1.36563  -0.26
C18 -7.73612 -3.67434 -1.07359  -0.10
H37 -5.29457 -2.68835 -4.73576  0.07
H38 -6.93126 -2.53729 -5.27094  0.07
H39 -6.51913 -3.89512 -4.30319  0.08
H40 -6.37977 -0.93493 -3.39181  0.13
H41 -7.62631 -2.00401 -2.89973  0.09
H42 -3.88492 -2.58477 -1.27134  0.11
H43 -4.08473 -3.07485 -2.91413  0.09
H44 -2.76031 -0.94240 -2.53264  0.07
H45 -4.13283 -0.64076 -3.64428  0.05
H46 -4.30238 -0.24552 -1.89451  0.09
H47 -5.76795 -3.58325 -0.35741  0.12
H48 -6.01709 -4.55545 -1.92184  0.12
H49 -8.39993 -3.72389 -1.90178  0.05
H50 -7.83003 -2.73943 -0.48304  0.09
H51 -7.95706 -4.55831 -0.47352  0.08
C19 3.16918 -0.68944 -3.40312  -0.10
C20 3.97277 -1.91210 -3.04060  -0.26
N2 3.20933 -2.73559 -2.08028  -0.18
C21 3.74861 -4.08355 -2.00396  -0.28
C22 2.92888 -4.98163 -1.10329  -0.09
C23 2.98931 -2.00043 -0.81375  -0.21
C24 4.26924 -1.64312 0.05922  -0.05
H52 2.21439 -1.05482 -3.83112  0.07
H53 3.73937 -0.17407 -4.19622  0.08
H54 2.99076 0.07203 -2.63836  0.05
H55 4.18294 -2.55525 -3.88832  0.11
H56 4.95150 -1.53364 -2.64880  0.11
H57 4.84935 -4.16201 -1.67968  0.13
H58 3.69874 -4.48379 -3.04715  0.12
H59 1.89479 -4.91015 -1.42543  0.07
H60 2.96289 -4.72435 -0.05853  0.04
H61 3.30796 -5.99418 -1.19337  0.08
H62 2.47823 -1.06240 -1.05437  0.07
H63 2.38176 -2.60476 -0.11247  0.09
H64 5.01303 -1.11259 -0.54758  0.04
H65 3.95624 -0.90972 0.76611  0.04
H66 4.81768 -2.41401 0.63818  0.07
C25 -2.88548 2.70335 -6.12990  -0.07
C26 -2.29073 2.43924 -4.73699  -0.27
N3 -1.10013 3.18536 -4.31578  -0.18
C27 0.03149 2.96179 -5.26266  -0.22
C28 0.42327 1.47189 -5.52114  -0.07
C29 -1.39747 4.62671 -4.22154  -0.26
C30 -0.38523 5.38098 -3.36693  -0.08
H67 -2.17614 2.47351 -6.95794  0.08
H68 -3.12870 3.73224 -6.22629  0.05
H69 -3.78264 2.12462 -6.23450  0.07
H70 -3.07281 2.64648 -3.99995  0.11
H71 -2.12534 1.35237 -4.61917  0.09
H72 -0.16432 3.36929 -6.25962  0.11
H73 0.85123 3.38786 -4.70082  0.10
H74 -0.30151 0.98928 -6.15268  0.04
H75 1.40496 1.45535 -6.01709  0.08
H76 0.56579 1.01973 -4.57523  0.05
H77 -2.29390 4.66208 -3.61884  0.11
H78 -1.61926 5.08296 -5.14099  0.09
H79 -0.79152 6.35472 -3.16209  0.07
H80 0.60405 5.53150 -3.80822  0.07
H81 -0.28303 4.84163 -2.37934  0.07
C31 -1.93554 -1.44560 -6.38115  -0.06
C32 -1.19207 -2.09831 -5.16712  -0.20
N4 -0.39336 -3.29425 -5.55327  -0.19
C33 -0.27155 -4.26263 -4.48324  -0.28
C34 -1.58658 -4.78503 -3.98250  -0.09
C35 0.75722 -3.13189 -6.36720  -0.30
C36 1.20428 -4.41108 -7.05975  -0.09
H82 -1.36748 -0.90310 -7.14020  0.06
H83 -2.53363 -0.68646 -5.86261  0.05
H84 -2.61081 -2.17024 -6.81378  0.07
H85 -0.56904 -1.37470 -4.65079  0.10
H86 -1.96568 -2.41749 -4.51312  0.07
H87 0.33806 -5.11494 -4.72521  0.10
H88 0.25236 -3.89312 -3.61904  0.10
H89 -2.03379 -4.09844 -3.25827  0.04
H90 -2.21305 -5.11595 -4.79505  0.08
H91 -1.31014 -5.69143 -3.33642  0.10
H92 1.62509 -2.64473 -5.83506  0.12
H93 0.52246 -2.39529 -7.15308  0.11
H94 0.30549 -4.91170 -7.44429  0.08
H95 1.77509 -5.04800 -6.34449  0.07
H96 1.85155 -4.05843 -7.89716  0.08
C37 -5.67623 -0.11054 1.21595  -0.06
C38 -4.40746 0.69805 1.55764  -0.25
N5 -4.44586 1.29291 2.88804  -0.16
C39 -3.44507 2.37887 3.03091  -0.24
C40 -3.62688 3.62479 2.20485  -0.08
C41 -4.34085 0.25108 3.95692  -0.25
C42 -4.26444 0.73538 5.39299  -0.09
H97 -5.46227 -0.27108 0.15466  0.05
H98 -6.58989 0.43998 1.27492  0.07
H99 -5.74580 -1.08647 1.68229  0.06
H100 -3.41819 0.13361 1.39314  0.11
H101 -4.25155 1.54059 0.85621  0.10
H102 -3.43378 2.64940 4.09252  0.10
H103 -2.42168 1.97848 2.82980  0.10
H104 -2.95268 4.36706 2.55789  0.06
H105 -3.44472 3.54077 1.15089  0.04
H106 -4.63347 3.97563 2.31355  0.08
H107 -3.46318 -0.40111 3.75981  0.09
H108 -5.18336 -0.40606 3.77907  0.09
H109 -4.37266 -0.05697 6.08495  0.05
H110 -4.93984 1.56999 5.52992  0.08
H111 -3.22767 1.10645 5.57654  0.08
C43 -2.58603 -2.60512 1.87587  -0.08
C44 -3.27388 -3.18008 3.11930  -0.27
N6 -2.36294 -3.57861 4.15595  -0.17
C45 -1.80146 -2.40570 4.88170  -0.22
C46 -0.80186 -2.80740 6.00779  -0.08
C47 -2.98608 -4.48496 5.12044  -0.26
C48 -3.41041 -5.86415 4.53844  -0.07
H112 -3.27897 -2.28001 1.11714  0.05
H113 -1.93883 -3.42524 1.48309  0.09
H114 -1.95990 -1.73843 2.01191  0.03
H115 -4.14042 -2.49876 3.43223  0.12
H116 -3.86312 -4.01386 2.76346  0.10
H117 -2.73385 -1.84557 5.28159  0.13
H118 -1.38303 -1.72640 4.12449  0.09
H119 0.01852 -3.46936 5.68348  0.07
H120 -1.33125 -3.33083 6.76992  0.04
H121 -0.36541 -1.93416 6.50328  0.08
H122 -2.28098 -4.56123 5.95711  0.09
H123 -3.82192 -4.05362 5.63874  0.11
H124 -2.69135 -6.27811 3.81812  0.07
H125 -3.54982 -6.47933 5.41915  0.06
H126 -4.37423 -5.71026 4.03324  0.06
C49 3.07238 6.39213 -0.67521  -0.09
C50 3.92718 5.30548 -0.22259  -0.32
N7 4.34602 4.33626 -1.20469  -0.16
C51 4.92764 3.14777 -0.62909  -0.27
C52 5.36862 2.08059 -1.62024  -0.07
C53 5.11765 4.97601 -2.32371  -0.21
C54 6.55181 5.30663 -1.93625  -0.09
H127 2.21849 6.04144 -1.25880  0.07
H128 3.65251 7.11600 -1.27799  0.08
H129 2.80182 6.96149 0.24315  0.08
H130 4.73062 5.76053 0.31277  0.11
H131 3.38184 4.76256 0.50000  0.08
H132 5.80356 3.37106 0.03150  0.12
H133 4.19472 2.72639 0.02723  0.07
H134 6.30650 2.31511 -2.13718  0.07
H135 5.67410 1.19349 -1.08436  0.06
H136 4.61415 1.85560 -2.34194  0.06
H137 4.50533 5.82256 -2.72681  0.11
H138 5.21266 4.28586 -3.17194  0.10
H139 7.03921 4.47801 -1.47169  0.05
H140 6.65066 6.11096 -1.18614  0.08
H141 7.18878 5.57723 -2.76049  0.07

As for the HOMO energy: -7.981 eV. As for the SMILES: COP(=O)(OC)OC.COP(=O)(OC)OC.COP(=O)(OC)OC.COP(=O)(OC)OC.CCN(CC)CC.CCN(CC)CC.CCN(CC)CC.CCN(CC)CC.CCN(CC)CC.CCN(CC)CC.CCN(CC)CC. Its spin multiplicity is 1. For the total energy, the calculation gives -138636.4556 eV. The orbital gap comes out at 8.6 eV. The value obtained for the energy above the lowest of the compared OMol25 structures with the same formula, charge and spin is 0.0 kcal per mole.


2.
C2H8NO2 | wB97M-V/def2-TZVPD

Last column: Löwdin charge in e.
Positions of all 13 atoms, in Å:
C1 0.85100 -1.27226 -0.16862  -0.23
N1 0.56093 0.04064 0.15501  -0.18
C2 -0.65388 0.20969 0.93519  -0.56
O1 -0.93056 -0.79823 1.84184  -0.39
H1 0.05741 -1.54255 -0.88402  0.08
H2 0.83117 -1.97504 0.64744  0.05
H3 1.81835 -1.36981 -0.68900  0.07
H4 1.35172 0.35313 0.74456  0.10
H5 -1.51954 0.31959 0.20936  0.08
H6 -0.50472 1.09759 1.52783  0.07
H7 0.83081 1.28036 -1.88336  0.02
H8 -0.58993 1.35388 -1.50988  0.05
O2 0.00750 1.61995 -2.32276  -0.17

As for the HOMO energy: -2.469 eV. Its total charge is -1. Its spin multiplicity is 1. For the total energy, the calculation gives -7788.0116 eV. The orbital gap comes out at 6.8 eV. The value obtained for the energy above the lowest of the compared OMol25 structures with the same formula, charge and spin is 27.1 kcal per mole.


3.
C27H31N5O6S | wB97M-V/def2-TZVPD

Last column: Löwdin charge in e.
Positions of all 70 atoms, in Å:
C1 5.31089 3.85198 0.64533  -0.08
H1 4.58883 4.33043 -0.01984  0.10
O1 5.28570 2.44850 0.52075  -0.07
C2 4.15634 1.72900 0.77486  -0.19
C3 4.28674 0.36591 0.52448  0.01
C4 3.24454 -0.51820 0.71441  -0.03
C5 2.02395 -0.05270 1.17579  -0.17
C6 1.89215 1.29876 1.46480  0.03
C7 2.92371 2.20390 1.25968  -0.17
O2 2.79036 3.54708 1.52113  -0.11
C8 1.52248 4.04449 1.86529  -0.08
H2 1.64058 5.12623 1.91787  0.10
H3 1.19118 3.67348 2.84120  0.10
H4 0.77216 3.79859 1.10674  0.10
H5 0.94885 1.65155 1.84989  0.11
C9 0.87401 -0.99641 1.42656  -0.10
N1 -0.43359 -0.35536 1.25766  0.05
C10 -0.72515 0.36138 0.14237  -0.42
O3 0.10430 0.55373 -0.75370  0.04
C11 -2.02812 0.99288 0.05209  -0.29
C12 -2.42866 1.77213 -1.03991  -0.27
N2 -1.72494 2.00373 -2.15109  0.18
H6 -0.77871 1.65524 -2.18709  0.09
H7 -2.12792 2.62718 -2.83602  0.09
C13 -3.74122 2.29174 -0.80250  -0.26
N3 -4.28006 1.95163 0.34948  -0.26
S1 -3.30882 0.99942 1.22565  1.13
C14 -4.44880 3.16637 -1.75742  -0.49
O4 -3.95410 3.51792 -2.81722  0.05
N4 -5.67763 3.53951 -1.35105  0.17
H8 -6.01959 3.22018 -0.46116  0.09
H9 -6.23530 4.14271 -1.93089  0.12
C15 -1.43850 -0.88000 2.11011  -0.25
C16 -1.50496 -0.49101 3.43698  -0.03
C17 -2.43141 -1.06939 4.28706  -0.08
C18 -3.27511 -2.05250 3.80530  -0.07
C19 -3.21036 -2.46132 2.48353  -0.01
C20 -2.29420 -1.88051 1.61602  -0.25
O5 -2.15439 -2.17945 0.30022  -0.08
C21 -2.83678 -3.30457 -0.20262  -0.05
H10 -2.56618 -4.20678 0.35235  0.11
H11 -2.51308 -3.40786 -1.23669  0.09
H12 -3.92157 -3.16013 -0.17465  0.10
H13 -3.87028 -3.24127 2.13968  0.11
H14 -3.99273 -2.51770 4.46375  0.11
H15 -2.48451 -0.76077 5.31901  0.10
H16 -0.82151 0.26397 3.79571  0.13
H17 0.91165 -1.33266 2.47120  0.17
C22 0.90075 -2.27654 0.55827  -0.45
O6 0.76032 -3.38022 1.04895  0.07
N5 1.05427 -2.02197 -0.74253  0.13
H18 1.07779 -1.04993 -1.03436  0.12
C23 1.00733 -3.02435 -1.77926  -0.30
H19 0.71762 -3.96537 -1.30432  0.15
C24 2.35147 -3.11906 -2.50775  -0.13
C25 2.35561 -1.91123 -3.45136  -0.17
H20 2.88560 -2.13582 -4.37601  0.10
C26 0.87427 -1.57170 -3.71046  -0.17
H21 0.65666 -0.55748 -3.37707  0.09
H22 0.62506 -1.63178 -4.76910  0.10
C27 0.05621 -2.57959 -2.89202  -0.14
H23 -0.21513 -3.44248 -3.50128  0.12
H24 -0.85305 -2.13478 -2.49017  0.10
H25 2.85850 -1.06842 -2.97750  0.10
H26 3.19059 -3.10917 -1.81469  0.11
H27 2.38320 -4.05038 -3.07398  0.11
H28 3.38672 -1.56756 0.51052  0.12
H29 5.24303 0.02192 0.16373  0.12
H30 5.12273 4.17213 1.67202  0.09
H31 6.32019 4.14273 0.35324  0.09

As for the HOMO energy: -7.880 eV. Its spin multiplicity is 1. For the total energy, the calculation gives -59074.0416 eV. The orbital gap comes out at 7.8 eV. The value obtained for the energy above the lowest of the compared OMol25 structures with the same formula, charge and spin is 10.0 kcal per mole.